DFT (ωB97M-V/def2-TZVPD) results for one molecule with the formula C6H11I in a non-equilibrium geometry.

```
18
C6H11I, DFT ωB97M-V/def2-TZVPD
C -1.157 -2.462 -1.269
C -0.518 -1.312 -0.538
C -0.667 0.010 -0.542
C 0.186 1.140 0.687
C 1.206 0.306 1.455
C 0.769 2.275 -0.099
I -1.602 1.850 1.759
H -1.427 -3.242 -0.592
H -2.065 -2.204 -1.666
H -0.696 -2.735 -2.114
H 0.156 -1.883 0.113
H -1.345 0.450 -1.211
H 1.703 0.877 2.117
H 0.690 -0.556 2.064
H 2.016 -0.043 0.878
H 1.533 2.750 0.356
H -0.022 2.929 -0.305
H 1.239 1.852 -1.094
```

SMILES string: C/C=C/C(C)(C)I
spin multiplicity: 1
energy: -532.7942 Ha
Kohn-Sham gap: 9.49 eV
molecular weight: 210.06 g mol⁻¹

DFT (ωB97M-V/def2-TZVPD) results for an isolated ion of composition C6H11IN and charge +1 in a non-equilibrium geometry.

```
19
C6H11IN, DFT ωB97M-V/def2-TZVPD
C 0.314 -1.790 1.585
N -0.346 -0.825 0.720
C -1.457 -0.188 1.409
C 0.101 -0.589 -0.510
C -0.417 0.349 -1.503
C 0.441 1.496 -1.054
C 1.406 1.884 -1.850
I 2.811 3.270 -1.369
H -0.202 -2.822 1.267
H 1.345 -1.843 1.306
H 0.108 -1.550 2.558
H -1.959 0.484 0.633
H -2.140 -1.040 1.708
H -1.097 0.589 2.092
H 1.004 -1.204 -0.517
H -1.488 0.553 -1.215
H -0.348 0.040 -2.548
H 0.308 1.785 0.051
H 1.616 1.400 -2.761
```

charge: +1
SMILES string: C[N+](C)=CC/C=C/I
spin multiplicity: 1
energy: -587.3324 Ha
Kohn-Sham gap: 7.92 eV
molecular weight: 224.06 g mol⁻¹

Calculated relative energy (zero: lowest compared OMol25 entry of this formula, charge and spin) (kcal per mole), listed in the same order as above: 30.97; 38.32